70
Properties=species:S:1:pos:R:3:forces:R:3:mulliken_charge:R:1 method="wB97M-V/def2-TZVPD" total_energy_ev=-201165.4879 multiplicity=3 s_squared=2.019 homo_energy_ha="-0.397 / -0.399" mol_weight_g_mol=889.3 e_above_lowest_kj_mol=84.0 total_charge=+1
W -0.149469 -0.057766 0.024664 -0.852 -0.182 0.228 1.85
N -0.611048 2.195473 0.939012 -0.051 -0.487 -0.274 -0.53
C -1.982464 2.706209 0.697853 0.020 0.029 0.064 -0.90
C -2.928588 1.569876 0.948898 -0.001 -0.088 0.129 -0.58
N -2.446303 0.458430 0.117433 0.451 0.163 -0.328 -0.92
H -0.376729 2.348155 1.909982 0.035 -0.045 0.126 0.35
H 0.038177 2.760990 0.401693 0.198 0.108 -0.039 0.33
H -2.040291 3.028471 -0.336837 0.024 0.053 -0.139 0.36
H -2.207930 3.562914 1.328866 0.050 0.064 0.056 0.50
H -3.952658 1.843475 0.703959 -0.080 -0.001 -0.033 0.46
H -2.895514 1.271045 1.997739 -0.061 -0.024 0.042 0.35
H -2.448528 0.779241 -0.850298 -0.129 0.049 -0.231 0.43
H -3.112689 -0.303681 0.096170 -0.033 -0.475 0.103 0.21
Br 3.849533 -1.837600 -2.517476 0.065 -0.012 0.031 -0.13
C 3.841444 -1.012315 -0.828577 0.036 -0.107 -0.102 0.07
C 5.049547 -0.652775 -0.201490 -0.029 -0.041 -0.067 -0.33
C 5.040816 -0.039061 1.016631 0.197 0.018 0.071 -0.09
Br 6.681696 0.379442 1.848639 -0.050 0.015 -0.013 -0.19
C 3.819880 0.277995 1.657413 -0.143 -0.038 0.046 0.86
C 3.685360 0.907031 2.906495 0.024 0.026 0.044 -0.88
C 2.428212 1.133274 3.401910 0.101 0.111 0.323 -1.89
C 1.308455 0.791698 2.649859 -0.193 0.179 0.413 -0.05
N 1.377184 0.235725 1.459532 0.908 0.040 0.164 0.40
C 2.628940 -0.073382 0.992941 0.217 0.024 -0.163 0.41
C 2.632313 -0.761575 -0.232560 0.036 -0.055 -0.088 -0.25
O 1.453883 -1.106801 -0.722498 -0.197 0.258 0.364 0.15
H 5.991121 -0.871753 -0.686197 -0.043 -0.027 -0.034 0.48
H 4.566149 1.199035 3.465226 -0.049 -0.030 -0.034 0.42
H 2.289479 1.594709 4.370235 -0.023 -0.023 -0.035 0.48
H 0.319000 0.978945 3.037042 -0.009 0.041 0.130 0.86
N 0.111216 -2.448576 -2.821418 0.186 0.032 -0.096 -0.18
C -1.035582 -2.102098 -2.236777 0.135 0.010 -0.394 0.68
O -0.993906 -1.336654 -1.186545 -0.396 -0.067 0.007 0.38
C -2.264893 -2.560491 -2.692527 -0.356 0.038 0.069 0.38
C -3.433960 -2.156361 -1.991721 0.260 -0.032 -0.179 0.15
N -4.326328 -1.790801 -1.357979 0.073 0.108 0.131 -0.72
C -2.315172 -3.416841 -3.825580 -0.055 -0.142 -0.031 -0.51
N -2.270260 -4.124919 -4.735531 0.037 0.203 0.175 -0.53
H 0.978589 -2.094302 -2.451447 0.041 0.001 0.045 -0.05
H 0.103160 -3.011136 -3.656030 -0.029 -0.052 0.007 0.20
C 0.417904 -2.546674 2.009593 -0.157 -0.173 0.045 -1.06
N -0.808343 -1.845362 1.467533 0.259 0.454 -0.189 1.00
C -1.592552 -1.355775 2.649211 0.016 -0.146 0.019 -0.62
N -1.923802 -2.412066 3.574920 0.020 -0.035 0.006 0.11
C -0.684443 -3.045941 4.043252 -0.003 0.008 -0.148 -0.71
N 0.082853 -3.609830 2.926167 -0.089 0.012 0.031 0.17
C -0.753988 -4.599903 2.237904 -0.032 0.088 -0.002 -0.67
N -1.982670 -3.982697 1.737997 0.004 0.086 0.094 0.22
C -1.644162 -2.928216 0.811148 -0.044 -0.111 0.214 -0.99
C -2.727290 -3.420158 2.867443 0.096 0.002 -0.093 -0.67
H 1.027449 -1.822666 2.535767 0.073 0.089 0.077 0.27
H 0.971157 -2.938194 1.158246 0.044 -0.026 -0.082 0.26
H -2.509257 -0.901516 2.278053 -0.039 0.000 0.011 0.33
H -0.995817 -0.603875 3.166144 0.008 0.031 0.022 -0.10
H -0.935077 -3.841837 4.742542 -0.007 -0.008 0.010 0.33
H -0.073216 -2.303158 4.562077 -0.010 -0.013 -0.010 0.33
H -1.008467 -5.397090 2.934244 -0.006 -0.020 0.019 0.35
H -0.196925 -5.028721 1.403558 0.003 0.021 -0.002 0.34
H -2.550495 -2.472347 0.424489 -0.060 -0.002 -0.033 0.11
H -1.067383 -3.342869 -0.009195 0.031 -0.040 -0.014 0.22
H -2.990729 -4.216853 3.561645 0.012 -0.007 0.003 0.36
H -3.645181 -2.958364 2.499680 0.006 0.002 -0.001 0.32
C 1.222854 1.879793 -3.549011 0.066 -0.061 -0.006 -1.02
S 0.289563 2.029198 -2.075591 -0.341 0.320 -0.088 1.09
O 1.148836 1.481015 -0.959883 -0.313 -0.237 -0.053 -0.72
O -0.062683 3.405345 -1.846713 0.170 -0.075 -0.029 -0.61
O -0.849473 1.101632 -2.144641 -0.035 0.178 -0.269 -0.71
H 2.074360 2.554890 -3.475718 -0.032 -0.048 -0.027 0.40
H 0.576052 2.161081 -4.379482 0.044 -0.007 0.051 0.41
H 1.543169 0.841186 -3.633111 0.001 0.078 -0.047 0.23

***

110
Properties=species:S:1:pos:R:3:forces:R:3:mulliken_charge:R:1 method="wB97M-V/def2-TZVPD" total_energy_ev=-748391.5525 homo_energy_ha=-0.449 mol_weight_g_mol=2361.3 total_charge=+1
C 0.276802 -0.852552 -0.622412 0.285 0.010 0.253 -0.65
C 1.624704 -0.901083 -1.379365 -0.087 -0.025 0.109 -0.32
C 2.841004 -1.304236 -0.477257 -0.158 0.074 -0.372 -0.49
P 4.063098 0.012224 -0.428778 -0.389 -0.047 0.266 0.41
O 4.012559 0.788268 0.955376 -0.066 -0.225 -0.328 -0.19
H -0.161471 0.147020 -0.713226 -0.137 -0.323 -0.014 0.16
H 0.391209 -1.046326 0.453006 0.073 0.055 -0.243 0.26
H -0.423016 -1.600707 -0.996758 0.071 0.216 0.024 0.03
H 1.798267 0.086898 -1.827606 0.027 -0.239 0.029 0.24
H 1.579033 -1.600079 -2.221339 -0.012 0.139 0.186 0.31
H 3.328743 -2.221333 -0.833736 -0.055 0.195 0.140 0.45
H 2.540578 -1.476210 0.565560 0.060 -0.069 -0.223 0.39
H 5.370128 -0.424130 -0.661835 0.040 0.050 0.198 0.12
H 3.771350 0.945738 -1.416726 0.093 -0.045 -0.100 0.05
H 3.323060 0.457204 1.560620 0.234 0.116 0.149 0.15
C -1.271631 0.252905 -4.408127 -0.088 0.189 0.069 0.35
Cl -2.476376 0.628465 -5.630710 -0.016 -0.207 -0.025 0.02
Cl -1.870279 -0.924508 -3.237765 -0.016 0.074 -0.236 0.07
Cl 0.234002 -0.306241 -5.153366 0.037 -0.018 0.014 -0.18
H -1.055192 1.169684 -3.872925 0.042 0.014 -0.015 -0.30
C 4.833055 4.546715 -1.699843 -0.218 -0.128 -0.079 -0.18
Cl 5.813590 3.994770 -3.051794 -0.021 0.010 0.064 -0.12
Cl 3.215146 5.006364 -2.196587 0.093 0.211 -0.213 0.00
Cl 4.658733 3.268841 -0.475767 0.311 0.141 0.275 -0.02
H 5.324405 5.391807 -1.232933 -0.016 -0.042 0.010 0.34
C -0.260536 0.066454 -8.979857 0.016 0.013 0.044 0.78
Cl -0.602498 -1.543297 -9.607423 0.009 0.093 -0.024 -0.12
Cl 1.427827 0.502638 -9.262595 -0.003 0.026 0.037 -0.14
Cl -1.350489 1.264671 -9.673054 -0.016 0.000 0.002 -0.07
H -0.424982 0.056843 -7.908743 0.003 -0.021 -0.044 -0.47
C -3.184995 -0.253894 1.838744 -0.076 0.009 -0.007 0.04
Cl -3.149483 -0.554843 0.097745 -0.010 0.051 0.060 -0.09
Cl -1.541048 -0.197953 2.500718 -0.025 -0.025 0.040 -0.11
Cl -4.052568 1.227030 2.200701 0.068 0.001 -0.056 0.01
H -3.704655 -1.077532 2.314626 0.028 0.020 -0.020 0.10
C -6.751184 -0.554628 4.391962 0.028 0.077 -0.031 -0.10
Cl -6.320674 1.064526 4.929128 -0.084 -0.024 0.062 -0.08
Cl -7.327977 -0.545333 2.724338 -0.001 -0.018 0.008 -0.09
Cl -5.375596 -1.656958 4.564991 0.011 -0.030 0.019 -0.10
H -7.551765 -0.922348 5.021847 0.037 -0.007 -0.022 0.37
C 7.514007 0.538236 1.567223 0.022 0.062 0.066 0.54
Cl 8.183512 1.570079 0.304170 -0.036 0.005 -0.069 -0.11
Cl 7.634377 -1.168744 1.108292 0.086 0.056 -0.093 -0.13
Cl 8.305723 0.834458 3.107661 0.007 -0.010 -0.022 -0.12
H 6.462961 0.783270 1.673302 0.035 -0.022 0.068 -0.14
C -0.481094 5.126352 -1.292971 0.128 0.001 0.005 -0.29
Cl 0.153633 6.142886 -2.584248 -0.135 -0.054 0.021 -0.08
Cl -0.417137 3.412085 -1.742648 -0.074 -0.077 -0.103 0.00
Cl 0.415026 5.359134 0.208223 -0.198 0.004 -0.288 -0.03
H -1.518346 5.390710 -1.127381 0.036 -0.028 0.004 0.38
C 4.100494 -1.611458 4.088625 0.041 0.170 0.054 0.39
Cl 4.648547 -1.977890 2.443032 0.053 -0.283 0.091 -0.07
Cl 5.370546 -0.835210 5.009878 -0.017 -0.010 -0.043 -0.09
Cl 2.652538 -0.593233 4.016219 -0.042 0.073 -0.106 -0.08
H 3.826354 -2.541083 4.573885 0.061 0.126 -0.121 -0.08
C -1.169863 5.040676 -6.887222 -0.035 0.050 0.042 0.00
Cl -0.588496 3.571281 -6.096025 0.091 -0.022 -0.025 0.00
Cl -2.585402 5.673737 -6.046982 0.008 -0.013 -0.022 -0.12
Cl 0.107222 6.250942 -6.977636 -0.014 -0.021 0.009 -0.12
H -1.463570 4.781372 -7.896473 0.001 -0.030 0.010 0.27
C 0.538901 -2.902620 6.403077 -0.150 0.058 0.080 0.04
Cl -0.687099 -2.512458 5.198079 0.063 0.034 -0.025 -0.08
Cl -0.113979 -3.969996 7.640411 -0.045 0.103 -0.086 -0.12
Cl 1.964881 -3.620373 5.635703 -0.162 -0.240 0.113 -0.13
H 0.844986 -1.979938 6.880887 0.030 -0.036 -0.028 0.28
C -7.456379 3.405245 1.573609 -0.034 -0.083 0.009 0.10
Cl -8.684311 2.984964 2.760712 -0.041 0.058 -0.024 -0.04
Cl -8.054926 4.605243 0.430231 0.011 -0.016 0.004 -0.13
Cl -5.989231 3.981999 2.375412 0.029 0.052 0.007 -0.14
H -7.200936 2.509389 1.019729 0.016 0.031 0.026 0.22
C -3.501490 -4.554750 -2.962324 0.043 -0.012 -0.028 -0.02
Cl -3.312304 -3.442291 -1.597358 -0.004 -0.099 0.086 -0.05
Cl -4.775591 -5.725716 -2.648825 0.016 0.031 -0.003 -0.12
Cl -3.798602 -3.648884 -4.440845 -0.124 -0.078 -0.018 -0.08
H -2.569138 -5.092616 -3.084651 -0.035 0.010 0.029 0.26
C -5.263978 2.000394 -9.372253 0.027 -0.034 -0.010 -0.08
Cl -4.332643 2.762908 -10.661065 -0.034 0.034 -0.011 -0.12
Cl -5.421374 0.268084 -9.645495 0.019 0.025 0.020 -0.10
Cl -4.530108 2.327669 -7.795906 -0.020 0.055 0.015 -0.07
H -6.255022 2.436746 -9.371766 0.034 -0.017 0.004 0.38
C 11.148289 3.620763 1.678501 -0.008 -0.052 0.013 0.39
Cl 9.998594 4.956884 1.785129 -0.027 -0.018 -0.001 -0.12
Cl 12.039853 3.679152 0.158937 -0.020 -0.010 0.001 -0.12
Cl 12.242500 3.619327 3.058480 -0.015 -0.001 -0.011 -0.12
H 10.583483 2.696411 1.697939 0.017 0.037 0.005 -0.03
C 3.686985 -7.036822 8.560590 0.015 -0.016 0.012 -0.04
Cl 4.333117 -7.466822 6.975563 0.184 0.112 0.043 -0.12
Cl 4.951260 -6.396778 9.607570 -0.025 -0.003 -0.011 -0.12
Cl 2.357898 -5.888082 8.390192 0.093 -0.123 0.070 -0.03
H 3.295070 -7.937298 9.018469 0.021 0.024 -0.020 0.32
C -11.330949 3.688641 6.041960 -0.025 0.025 -0.011 -0.01
Cl -10.890354 5.341210 6.463107 -0.003 -0.017 0.000 -0.11
Cl -12.025200 3.612368 4.422902 -0.002 -0.009 0.011 -0.11
Cl -9.934828 2.614200 6.173658 0.027 -0.029 0.014 -0.09
H -12.080832 3.349453 6.745693 0.030 0.007 -0.024 0.33
C 2.689221 5.796313 4.278809 0.013 0.015 0.005 -0.02
Cl 3.416969 7.353444 4.643931 -0.005 -0.027 -0.011 -0.11
Cl 1.712636 5.880699 2.808657 0.139 0.066 0.322 -0.07
Cl 3.924496 4.538594 4.131084 -0.007 -0.019 0.005 -0.09
H 2.035222 5.525249 5.098295 0.021 0.002 -0.032 0.31
C -2.604362 -5.269651 -7.726315 -0.045 -0.012 0.026 0.07
Cl -1.907466 -3.712544 -7.278084 0.043 -0.022 -0.032 -0.03
Cl -3.085654 -5.274176 -9.420435 0.002 0.001 0.017 -0.12
Cl -1.474630 -6.581779 -7.385239 -0.013 0.002 0.020 -0.13
H -3.490103 -5.425847 -7.121803 0.030 0.008 -0.017 0.23
C 1.343009 -10.424473 5.048821 -0.018 -0.046 0.013 0.02
Cl 1.589043 -9.285468 6.373769 -0.155 -0.079 -0.050 -0.06
Cl -0.080665 -11.424183 5.322373 0.018 0.016 0.002 -0.12
Cl 1.226442 -9.568983 3.508489 0.012 -0.003 -0.001 -0.12
H 2.207388 -11.075271 5.003837 -0.028 0.026 0.000 0.28

***

53
Properties=species:S:1:pos:R:3:forces:R:3:mulliken_charge:R:1 method="wB97M-V/def2-TZVPD" total_energy_ev=-37289.3732 homo_energy_ha=-0.346 mol_weight_g_mol=342.9 e_above_lowest_kj_mol=0.0 total_charge=+1
C -3.096424 3.497034 -2.493267 0.018 -0.084 0.008 -0.69
C -2.316492 4.496431 -1.645693 -0.111 0.006 0.167 -0.86
C -1.052581 3.877679 -1.066406 0.380 -0.363 -0.129 -0.65
N -1.303633 2.587381 -0.428072 -0.499 0.211 0.125 0.23
C -0.292082 1.991644 0.321553 -0.331 -0.524 1.981 0.65
C -0.605664 1.128409 1.350198 0.447 1.199 -1.319 -0.91
C 0.377252 0.658785 2.376677 0.586 -0.177 0.122 -0.53
C 1.794999 1.259364 2.190510 -0.309 0.098 0.147 -0.92
C 2.122183 1.478130 0.712457 0.010 0.009 0.065 -0.37
C 1.128179 2.436349 0.052067 0.086 -0.073 0.212 -0.59
C -2.245156 1.641145 -0.995628 0.024 -0.164 -0.263 -0.43
C -3.459486 2.270902 -1.660561 -0.068 0.024 0.246 -0.78
H -4.005736 3.959453 -2.886360 0.105 -0.030 -0.018 0.31
H -2.487494 3.189120 -3.353596 -0.039 0.046 0.046 0.30
H -2.041749 5.375250 -2.233188 0.036 -0.059 0.006 0.37
H -2.948555 4.858670 -0.825904 0.018 -0.114 -0.059 0.37
H -0.297039 3.762684 -1.858523 -0.086 0.142 -0.201 0.37
H -0.609876 4.558356 -0.323647 -0.189 -0.215 -0.146 0.37
H -1.660992 0.931519 1.553905 0.345 0.001 -0.076 0.45
H -0.009708 0.950561 3.365253 0.135 -0.114 -0.184 0.40
H 0.454614 -0.441823 2.414927 -0.092 0.118 -0.094 0.15
H 1.839041 2.223326 2.715452 0.033 -0.122 -0.137 0.35
H 2.544894 0.611320 2.665534 -0.154 0.143 -0.105 0.40
H 3.149681 1.842100 0.581751 -0.182 -0.052 0.071 0.47
H 2.049265 0.509344 0.203870 0.057 0.047 -0.053 -0.22
H 1.308770 2.475772 -1.033975 -0.076 0.015 0.275 0.37
H 1.270114 3.465638 0.432947 0.025 -0.381 -0.153 0.33
H -1.712106 1.013156 -1.735058 -0.059 -0.024 -0.109 0.14
H -2.558651 0.960625 -0.195628 -0.086 0.188 -0.347 0.27
H -4.188204 2.545057 -0.888611 0.087 0.098 -0.079 0.34
H -3.928720 1.499976 -2.274728 -0.074 0.068 -0.036 0.34
Cl -0.893780 -5.674743 4.358549 0.130 0.060 -0.207 -0.14
C -0.211957 -4.904284 2.990973 0.209 0.473 -0.451 0.40
C 1.106251 -4.416476 3.041577 -0.057 -0.009 0.051 -0.88
C 1.626092 -3.722854 1.961481 -0.057 0.056 -0.023 -0.27
C 0.847268 -3.458837 0.801517 -0.270 -0.270 0.245 0.68
C 1.367080 -2.678490 -0.283961 0.394 -1.272 -0.874 1.12
C 0.727335 -2.616619 -1.645275 0.323 0.408 -0.798 -0.98
C 1.756316 -1.851912 -2.571737 -0.904 -0.179 0.853 -0.73
C 2.920889 -1.625699 -1.660816 -1.017 -0.932 0.795 -0.25
C 2.684474 -2.143723 -0.395418 0.337 0.592 -0.634 -0.70
C -0.446740 -4.070077 0.738567 0.230 0.242 -0.037 -0.32
C -0.977322 -4.754082 1.820122 -0.080 0.031 -0.080 -0.84
H 1.692619 -4.573806 3.948987 -0.125 0.010 -0.382 0.41
H 2.672665 -3.418386 1.978847 -0.361 0.111 0.207 0.32
H 0.622523 -3.648067 -2.024594 -0.023 0.230 0.279 0.42
H -0.279917 -2.174347 -1.686144 0.346 -0.059 0.237 0.38
H 2.009551 -2.442498 -3.469617 0.105 0.240 0.379 0.38
H 1.308828 -0.911702 -2.933869 0.331 -0.148 0.078 0.31
H 3.836442 -1.156872 -2.002072 0.032 -0.071 0.196 0.46
H 3.423156 -2.183567 0.399929 -0.179 0.254 -0.166 0.38
H -1.015204 -4.025142 -0.194373 0.055 0.187 0.434 0.39
H -1.995217 -5.161174 1.789073 0.548 0.127 -0.064 0.40